Below is a structure of composition C36H35N2O4SbTm, with properties calculated with ωB97M-V/def2-TZVPD.

Each line ends with the Löwdin spin population.
CARTESIAN COORDINATES (ANGSTROEM)
Tm  -1.41074  -0.45507  -0.22477  2.0142
O  0.60561  2.34338  2.48196  0.0001
C  -0.10411  3.47686  2.34183  0.0000
C  0.08643  4.54914  3.14970  0.0000
C  -0.62046  5.70647  3.12479  0.0000
C  -1.72375  5.78566  2.22806  0.0000
C  -1.95921  4.75963  1.36597  0.0000
C  -1.23970  3.57575  1.42301  -0.0001
C  -1.55790  2.41816  0.58801  0.0002
O  -1.27951  1.22883  1.02769  -0.0021
N  -2.22180  2.63666  -0.50847  0.0000
N  -2.44889  1.40786  -1.22218  -0.0019
C  -3.46777  1.43424  -2.01442  -0.0006
C  -3.77659  0.22150  -2.83307  -0.0001
C  -4.22746  0.26325  -4.21934  0.0000
C  -4.67802  -0.88336  -4.86486  -0.0001
C  -4.63904  -2.15111  -4.27598  -0.0001
C  -4.18920  -2.17002  -2.95715  -0.0002
C  -3.66075  -1.07806  -2.26764  -0.0001
O  -3.08523  -1.32492  -1.13252  -0.0028
H  0.10928  1.66694  1.97608  0.0000
H  0.76852  4.31743  3.94266  0.0000
H  -0.35354  6.47358  3.74435  0.0000
H  -2.37688  6.67786  2.26054  0.0000
H  -2.72138  4.91490  0.68905  0.0000
H  -3.92279  2.36615  -2.14976  -0.0001
H  -4.38708  1.22835  -4.70273  0.0000
H  -4.99335  -0.85339  -5.86602  0.0000
H  -4.86973  -3.08315  -4.74435  0.0000
H  -4.17523  -3.07693  -2.40548  0.0000
C  -3.95981  -2.14743  2.65804  0.0000
C  -2.90216  -2.64094  1.70642  0.0000
O  -1.71864  -1.83425  1.73558  -0.0017
C  -1.06104  -1.83833  3.08350  0.0000
C  -1.00707  -0.49605  3.76515  0.0000
H  -4.87701  -2.72184  2.51015  0.0000
H  -4.19114  -1.09150  2.38298  0.0000
H  -3.75304  -2.18780  3.76067  0.0000
H  -3.25461  -2.62668  0.67655  0.0000
H  -2.67668  -3.68897  1.98235  0.0000
H  -0.02550  -2.17227  3.08313  0.0000
H  -1.63558  -2.56068  3.64182  0.0000
H  -0.20289  0.09594  3.31181  0.0000
H  -0.78007  -0.75174  4.80861  0.0000
H  -1.92579  0.11419  3.70657  0.0000
C  4.51102  3.47290  -1.43794  0.0000
C  4.73123  2.18058  -1.92742  0.0000
C  4.06514  1.08949  -1.38090  0.0000
C  3.36375  1.24239  -0.16350  0.0000
C  3.30696  2.52983  0.36247  0.0000
C  3.78584  3.68398  -0.30799  0.0000
Sb  2.63405  -0.36239  1.06111  0.0000
C  1.29000  -1.06914  -0.42793  -0.0011
C  0.98568  -0.37573  -1.56005  0.0000
C  0.14355  -0.91084  -2.54579  -0.0004
C  -0.31040  -2.23246  -2.35096  -0.0005
C  -0.00353  -2.92829  -1.18277  -0.0011
C  0.75375  -2.34137  -0.23804  -0.0013
C  3.95519  -1.91935  0.35162  -0.0001
C  3.87476  -2.49383  -0.91062  -0.0001
C  4.76237  -3.50721  -1.27728  0.0000
C  5.65452  -3.96325  -0.36586  0.0000
C  5.75040  -3.40052  0.90868  0.0000
C  4.88051  -2.38603  1.26824  0.0000
H  5.06703  4.27946  -2.00544  0.0000
H  5.39904  2.07295  -2.76732  0.0000
H  4.30698  0.08209  -1.72230  0.0000
H  2.80345  2.78195  1.31831  0.0000
H  3.59610  4.59882  0.22041  0.0000
H  1.45815  0.59843  -1.77230  0.0001
H  -0.03360  -0.42061  -3.48942  0.0000
H  -0.81764  -2.73998  -3.16074  0.0000
H  -0.28907  -3.95270  -1.03566  0.0000
H  1.07636  -2.97551  0.62187  0.0000
H  3.26582  -2.15881  -1.73810  0.0000
H  4.64281  -3.95771  -2.20757  0.0000
H  6.41110  -4.68087  -0.69727  0.0000
H  6.62762  -3.67628  1.52527  0.0000
H  4.84240  -1.98820  2.26695  0.0000

Properties
multiplicity = 3
total charge = +1
ΔE to the lowest compared entry with this formula, charge and spin = 0.505 eV
highest occupied orbital energy (alpha / beta) = -10.40 / -10.39 eV
energy = -3128.557790 Ha